This record from OMol25 describes a structure of composition C33H29MoN13S. The level of theory is ωB97M-V/def2-TZVPD.

Orbital gap (alpha / beta): 6.9 / 6.9 eV
M: 735.69 g mol⁻¹
LUMO level (alpha / beta): -0.8 / -0.8 eV
Energy above the lowest of the compared OMol25 structures with the same formula, charge and spin: 0.0 kcal/mol

The geometry in XYZ format:
```
77
C33H29MoN13S, DFT ωB97M-V/def2-TZVPD
Mo 0.265 -0.938 -1.728
C -0.934 3.432 3.625
C 0.566 3.430 3.567
C 1.316 4.361 4.277
C 2.702 4.372 4.216
C 3.367 3.428 3.451
C 2.641 2.476 2.753
C 1.250 2.485 2.796
N 0.502 1.500 2.099
C 0.686 1.110 0.800
N 1.356 2.013 0.048
C 1.897 1.847 -1.233
C 1.545 0.743 -2.003
C 2.200 0.577 -3.230
C 3.109 1.509 -3.696
C 3.374 2.637 -2.932
C 2.786 2.828 -1.690
C 3.106 4.039 -0.857
N 0.206 -0.023 0.352
C -0.446 -0.818 1.355
C 0.290 -1.807 2.003
C -0.319 -2.657 2.905
C -1.671 -2.506 3.180
C -2.384 -1.481 2.586
C -1.789 -0.604 1.680
C -2.575 0.555 1.137
H -1.295 4.293 4.184
H -1.319 2.533 4.115
H -1.363 3.462 2.623
H 0.799 5.097 4.880
H 3.260 5.114 4.771
H 4.448 3.417 3.410
H 3.151 1.712 2.179
H -0.110 0.918 2.649
H 1.610 2.860 0.531
H 1.977 -0.274 -3.864
H 3.590 1.375 -4.656
H 4.065 3.386 -3.301
H 3.804 4.688 -1.382
H 3.566 3.767 0.098
H 2.214 4.633 -0.635
H 1.340 -1.920 1.762
H 0.252 -3.445 3.377
H -2.165 -3.179 3.869
H -3.434 -1.348 2.822
H -3.596 0.250 0.910
H -2.135 0.958 0.229
H -2.626 1.360 1.875
S -0.122 -5.442 0.133
C 1.541 -4.820 -0.012
C 2.141 -3.653 -0.294
C 1.279 -2.575 -0.777
C -0.083 -2.686 -0.761
C -2.217 -2.472 -1.194
C -3.651 -2.462 -0.771
C -4.450 -1.481 -1.208
C -3.910 -0.385 -1.978
C -2.573 -0.253 -2.061
N -1.696 -1.142 -1.481
H 2.155 -5.669 0.283
H 3.218 -3.572 -0.251
H -3.993 -3.290 -0.165
H -5.503 -1.480 -0.957
H -4.559 0.342 -2.441
H -2.108 0.595 -2.557
N -2.129 -3.078 -3.666
C -1.965 -3.468 -2.359
N -1.600 -4.622 -1.958
N -1.411 -4.520 -0.535
N -1.301 -3.105 -0.221
N 0.478 -2.863 -2.033
C -1.410 -2.032 -4.272
N -1.581 -1.823 -5.561
N -0.766 -0.807 -5.872
N -0.134 -0.397 -4.837
N -0.491 -1.165 -3.779
H -2.241 -3.842 -4.321
```

Results of the Mulliken charge analysis, in e, for atoms 1 through 2:
1. Mo -1.340
2. C -1.247